# 1
{
  "formula": "C34H47BN10OPbS6",
  "method": "the ωB97M-V functional and the def2-TZVPD basis",
  "elements": ["Pb", "C", "C", "C", "C", "N", "N", "B", "N", "N", "C", "C", "C", "C", "C", "S", "C", "C", "C", "C", "N", "N", "C", "C", "C", "C", "C", "S", "C", "C", "C", "C", "C", "S", "C", "C", "C", "C", "H", "H", "H", "H", "H", "H", "H", "H", "H", "H", "H", "H", "H", "H", "H", "H", "H", "H", "H", "H", "H", "H", "H", "H", "H", "H", "H", "H", "H", "H", "H", "H", "H", "H", "H", "H", "H", "H", "H", "S", "C", "C", "N", "C", "S", "C", "N", "C", "N", "C", "S", "N", "C", "H", "H", "H", "H", "H", "H", "H", "H", "O"],
  "xyz": [[2.8962, -0.5515, -1.4059], [0.8269, 4.2580, -1.8309], [0.0983, 3.1079, -1.2141], [-0.9681, 3.2564, -0.3939], [-1.5985, 2.1198, 0.1944], [-1.1317, 0.9165, 0.0104], [-0.0125, 0.7596, -0.7205], [0.6898, -0.5859, -0.6323], [0.5501, -1.2929, 0.7800], [-0.6226, -1.7256, 1.1580], [-0.7636, -2.2445, 2.3687], [0.2841, -2.3699, 3.2544], [1.5639, -1.9831, 2.8974], [2.7371, -2.1261, 3.8120], [1.6606, -1.4102, 1.6109], [2.8766, -2.3516, 0.7295], [-2.1557, -2.6933, 2.8003], [-2.5987, -1.8700, 4.0184], [-2.1267, -4.1835, 3.1730], [-3.1653, -2.4932, 1.6760], [0.0418, -1.5842, -1.7944], [-1.2907, -1.5309, -1.7291], [-2.0245, -2.2015, -2.5701], [-1.4386, -3.0237, -3.5510], [-0.0837, -3.0890, -3.6498], [0.5764, -3.9249, -4.6998], [0.6886, -2.3213, -2.7263], [2.4464, -2.5024, -2.9268], [-3.5355, -2.0787, -2.5072], [-4.0758, -1.6383, -3.8758], [-4.1407, -3.4379, -2.1296], [-3.9529, -1.0350, -1.4780], [0.5144, 1.7729, -1.5334], [0.9673, 1.3047, -3.0913], [-2.7759, 2.2426, 1.1596], [-3.9545, 1.4028, 0.6596], [-2.3281, 1.7138, 2.5270], [-3.2483, 3.6881, 1.3191], [0.3649, 5.2047, -1.5515], [0.8305, 4.1751, -2.9169], [1.8653, 4.2629, -1.4941], [-1.3496, 4.2487, -0.2013], [0.0988, -2.7760, 4.2405], [2.4074, -2.5137, 4.7748], [3.2109, -1.1566, 3.9645], [3.4808, -2.8024, 3.3976], [-1.9295, -2.0074, 4.8696], [-3.5975, -2.1798, 4.3266], [-2.6276, -0.8060, 3.7826], [-1.4506, -4.3875, 4.0048], [-1.8082, -4.7886, 2.3225], [-3.1237, -4.5077, 3.4716], [-3.2175, -1.4457, 1.3833], [-4.1541, -2.8115, 2.0093], [-2.8909, -3.0804, 0.7992], [-2.0609, -3.5839, -4.2354], [-0.1772, -4.4219, -5.3092], [1.2182, -4.6824, -4.2495], [1.1991, -3.3067, -5.3464], [-3.8572, -2.3602, -4.6639], [-3.6490, -0.6780, -4.1695], [-5.1600, -1.5326, -3.8227], [-3.8969, -4.2100, -2.8617], [-5.2273, -3.3595, -2.0764], [-3.7725, -3.7692, -1.1569], [-3.5472, -0.0568, -1.7382], [-3.5921, -1.2989, -0.4879], [-5.0417, -0.9619, -1.4441], [-3.6679, 0.3540, 0.5991], [-4.2812, 1.7305, -0.3285], [-4.7969, 1.4876, 1.3497], [-1.9945, 0.6798, 2.4375], [-3.1528, 1.7596, 3.2421], [-1.4976, 2.3048, 2.9216], [-3.5892, 4.1061, 0.3703], [-2.4641, 4.3324, 1.7208], [-4.0871, 3.7168, 2.0155], [5.6224, -0.5348, -2.2084], [6.1666, 0.9296, -2.8961], [7.5606, 1.2489, -2.8698], [8.6794, 1.5210, -2.8568], [5.2158, 1.7735, -3.4380], [3.5855, 1.1801, -3.3067], [5.4660, 3.0380, -4.0269], [5.6708, 4.0665, -4.5058], [2.1580, 2.9437, 2.8182], [3.4263, 3.4576, 2.3365], [4.0859, 2.9143, 1.2947], [3.4703, 1.6238, 0.4019], [5.2664, 3.4506, 0.9646], [5.8636, 4.6178, 1.5787], [1.7714, 3.6401, 3.5605], [2.2759, 1.9579, 3.2735], [1.4532, 2.8641, 1.9922], [3.9298, 4.0866, 2.9393], [5.7162, 3.0252, 0.1689], [5.1804, 5.4701, 1.5441], [6.7654, 4.8694, 1.0300], [6.1358, 4.4247, 2.6207], [4.0953, -1.7403, -0.0529]],
  "homo_energy_ev": -6.172,
  "e_lumo_ev": -1.7,
  "orbital_gap_ev": 4.44
}

# 2
{
  "formula": "C20H35AuN4O3P",
  "method": "the ωB97M-V functional and the def2-TZVPD basis",
  "elements": ["Au", "C", "C", "P", "C", "C", "C", "C", "H", "H", "H", "H", "H", "H", "H", "H", "H", "H", "H", "H", "H", "H", "H", "N", "C", "C", "N", "C", "H", "H", "H", "H", "C", "C", "C", "O", "C", "H", "H", "H", "H", "H", "H", "H", "H", "O", "C", "N", "C", "O", "C", "C", "C", "C", "N", "C", "H", "H", "H", "H", "H", "H", "H", "H"],
  "xyz": [[0.1295, -0.1431, -0.3244], [-3.6020, -0.9544, 0.9588], [-2.6539, -2.0323, 0.4163], [-1.6840, -1.4802, -1.0028], [-2.7559, -0.5491, -2.1166], [-3.9133, -1.4290, -2.6228], [-0.9572, -2.8707, -1.8914], [0.1113, -3.6512, -1.1270], [-3.9676, -1.2435, 1.9418], [-4.4599, -0.8170, 0.3032], [-3.1156, 0.0141, 1.0832], [-3.2147, -2.8954, 0.0388], [-1.9809, -2.4243, 1.1788], [-2.1553, -0.1876, -2.9511], [-3.1347, 0.3193, -1.5715], [-3.5588, -2.2461, -3.2493], [-4.5705, -0.8103, -3.2317], [-4.5128, -1.8387, -1.8109], [-0.5827, -2.4823, -2.8419], [-1.8071, -3.5175, -2.1352], [1.0054, -3.0476, -0.9471], [0.4189, -4.5137, -1.7156], [-0.2623, -4.0267, -0.1740], [1.1893, 0.8626, -4.1879], [0.3005, 1.8871, -3.9732], [-0.2344, 1.6725, -2.7461], [0.3419, 0.5231, -2.2252], [1.2073, 0.0622, -3.1245], [1.7539, 0.7372, -5.0190], [0.1236, 2.6636, -4.6980], [-0.9713, 2.2482, -2.2132], [1.8357, -0.8078, -3.0255], [3.0458, 3.0018, 0.7966], [3.5499, 1.8250, 1.6331], [3.0464, 0.6193, 0.8657], [1.8064, 1.0922, 0.2079], [1.6591, 2.5511, 0.3964], [3.6689, 3.1507, -0.0855], [3.0174, 3.9337, 1.3572], [3.1190, 1.8521, 2.6347], [4.6333, 1.8105, 1.7289], [2.7932, -0.2322, 1.4953], [3.7227, 0.3101, 0.0700], [0.9248, 2.7186, 1.1867], [1.3036, 2.9615, -0.5464], [-2.1558, 3.2167, 5.9709], [-2.5550, 1.9211, 6.3422], [-1.6638, 1.0116, 5.6420], [-2.0325, 0.3717, 4.5258], [-3.1414, 0.3312, 4.0298], [-0.9604, -0.3954, 3.7733], [-0.3521, -1.5581, 4.2255], [0.4455, -2.2919, 3.3508], [0.5838, -1.8701, 2.0482], [-0.0225, -0.7433, 1.6132], [-0.7572, -0.0087, 2.4613], [-2.5000, 3.8574, 6.6043], [-3.5705, 1.6908, 6.0207], [-2.4555, 1.7518, 7.4150], [-0.6892, 1.0327, 5.9009], [-0.5069, -1.9002, 5.2419], [0.9412, -3.1986, 3.6697], [1.1717, -2.4252, 1.3309], [-1.2259, 0.8863, 2.0742]],
  "charge": 3,
  "homo_energy_ev": -16.921,
  "e_lumo_ev": -10.7,
  "orbital_gap_ev": 6.25
}

# 3
{
  "formula": "C20H36BCl2N3O5PS",
  "method": "the ωB97M-V functional and the def2-TZVPD basis",
  "elements": ["C", "C", "B", "O", "N", "C", "C", "C", "Cl", "C", "C", "Cl", "C", "N", "P", "O", "O", "S", "C", "N", "C", "C", "C", "O", "C", "C", "C", "C", "C", "C", "C", "H", "H", "H", "H", "H", "H", "H", "H", "H", "H", "H", "H", "H", "H", "H", "H", "H", "H", "H", "H", "H", "H", "H", "H", "H", "H", "H", "H", "H", "H", "H", "H", "C", "O", "H", "H", "H", "H"],
  "xyz": [[1.2399, -4.8443, -0.2517], [0.3258, -4.3556, -1.4147], [0.9040, -2.9936, -2.0131], [2.2643, -2.9047, -2.1844], [-0.0307, -1.8799, -2.3407], [0.6413, -0.6643, -2.8685], [0.8003, 0.4982, -1.8412], [2.1544, 1.1932, -2.0895], [3.5628, 0.1152, -1.7583], [2.3356, 2.5459, -1.3566], [3.5434, 3.2846, -2.0253], [2.8042, 2.3025, 0.3786], [0.6130, 0.0713, -0.3754], [-0.5657, -0.8116, -0.1696], [-0.4447, -1.7645, 1.2657], [-1.1480, -3.1916, 1.0361], [1.0880, -2.0296, 1.6620], [-1.3196, -0.8626, 2.7306], [-0.9315, -1.5410, -1.3159], [-2.1665, -1.8875, -1.4878], [-3.2763, -1.5669, -0.5733], [-3.7692, -0.0934, -0.8337], [-5.1951, -0.0896, -1.4765], [-3.7820, 0.6107, 0.3829], [-3.2470, 1.9400, 0.2688], [-2.6606, 2.3030, 1.6322], [-1.3574, 2.7150, 1.7915], [-0.8966, 2.9922, 3.0719], [-1.7404, 2.8773, 4.1473], [-3.0580, 2.4658, 3.9912], [-3.5145, 2.1899, 2.7179], [0.6704, -5.1372, 0.6397], [1.9573, -4.0915, 0.0997], [1.8299, -5.7241, -0.5322], [-0.7351, -4.2899, -1.1478], [0.3934, -5.1151, -2.2127], [2.7124, -2.5101, -1.4242], [-0.0199, -0.2672, -3.6572], [1.5880, -0.8772, -3.3703], [0.0148, 1.2424, -2.0586], [2.2097, 1.4055, -3.1660], [1.4582, 3.1941, -1.4359], [4.2464, 3.6276, -1.2625], [3.1917, 4.1449, -2.6095], [4.0885, 2.6364, -2.7206], [1.5581, -0.3812, -0.0387], [0.5020, 0.9724, 0.2391], [-1.5340, -3.4194, 1.9008], [1.0995, -1.9224, 2.6311], [-2.3895, -2.4178, -2.3244], [-4.0951, -2.2451, -0.8332], [-3.0347, -1.6757, 0.4853], [-3.0814, 0.3420, -1.5769], [-5.7231, -1.0387, -1.3426], [-5.7628, 0.7522, -1.0678], [-5.0647, 0.0725, -2.5562], [-2.4212, 2.0052, -0.4561], [-4.0814, 2.6199, 0.0411], [-0.7020, 2.8210, 0.9252], [0.1323, 3.3034, 3.2407], [-1.4037, 3.0722, 5.1649], [-3.7527, 2.3541, 4.8201], [-4.5395, 1.8511, 2.5680], [6.5366, 1.5167, 2.2230], [5.7908, 0.9880, 3.3152], [7.4505, 1.9580, 2.6119], [6.7940, 0.7188, 1.5213], [5.9553, 2.2881, 1.7101], [4.9879, 0.6021, 2.9557]],
  "charge": 1,
  "homo_energy_ev": -11.395,
  "e_lumo_ev": -3.8,
  "orbital_gap_ev": 7.56
}